Record 1
Computed, not measured: C3H8ClFLaNO4PS as an isolated structure, with ωB97M-V/def2-TZVPD.

Results
HOMO: -19.93 eV
Net charge: +3

Each line ends with the Löwdin charge.
Atoms and positions in Å:
C1 1.894 1.427 0.890  0.00
C2 1.840 0.447 -0.273  -0.40
O1 2.406 -0.798 0.090  -0.02
C3 0.464 0.259 -0.899  -0.17
N1 -0.643 0.153 0.139  -0.34
P1 -2.018 1.400 -0.133  0.67
O2 -3.162 0.617 0.612  -0.30
Cl1 -2.524 1.322 -2.094  0.39
S1 -1.119 -1.338 0.363  0.58
O3 0.021 -2.384 0.164  -0.59
O4 -2.222 -1.799 -0.431  -0.31
F1 -1.417 -1.440 1.776  0.06
H1 2.766 1.166 1.471  0.11
H2 2.041 2.435 0.538  0.10
H3 1.049 1.371 1.565  0.08
H4 2.476 0.850 -1.049  0.17
H5 2.154 -1.030 0.984  0.09
H6 0.275 1.091 -1.563  0.11
H7 0.506 -0.613 -1.540  0.11
H8 -4.025 0.748 0.181  0.11
La1 -0.763 -3.884 -0.792  2.56



Record 2
Computed, not measured: a 2-piece molecular cluster, C3H8ClISi overall, with ωB97M-V/def2-TZVPD.

Results
HOMO (alpha / beta): -8.47 / -8.09 eV
Energy above the lowest of the compared OMol25 structures with the same formula, charge and spin: 86.9 kcal per mole

Each line ends with the natural charge from an NBO analysis.
Atoms and positions in Å:
C1 0.286 1.727 0.175  -0.61
C2 0.464 0.908 1.487  -0.50
C3 0.645 -0.530 1.067  -0.27
Si1 -1.051 -1.474 -1.657  0.74
Cl1 -0.357 -1.478 -3.549  -0.39
I1 -0.552 -3.845 -1.155  -0.24
H1 0.066 2.769 0.146  0.22
H2 1.065 1.495 -0.608  0.21
H3 -0.597 1.338 -0.413  0.20
H4 1.331 1.296 2.078  0.23
H5 -0.441 1.055 2.103  0.22
H6 0.207 -1.322 1.613  0.18
H7 1.426 -0.881 0.370  0.19
H8 -2.492 -1.058 -1.657  -0.17



What did the first record say?
Computed, not measured: C3H8ClFLaNO4PS as an isolated structure, with ωB97M-V/def2-TZVPD.

Results
HOMO: -19.93 eV
Net charge: +3

Each line ends with the Löwdin charge.
Atoms and positions in Å:
C1 1.894 1.427 0.890  0.00
C2 1.840 0.447 -0.273  -0.40
O1 2.406 -0.798 0.090  -0.02
C3 0.464 0.259 -0.899  -0.17
N1 -0.643 0.153 0.139  -0.34
P1 -2.018 1.400 -0.133  0.67
O2 -3.162 0.617 0.612  -0.30
Cl1 -2.524 1.322 -2.094  0.39
S1 -1.119 -1.338 0.363  0.58
O3 0.021 -2.384 0.164  -0.59
O4 -2.222 -1.799 -0.431  -0.31
F1 -1.417 -1.440 1.776  0.06
H1 2.766 1.166 1.471  0.11
H2 2.041 2.435 0.538  0.10
H3 1.049 1.371 1.565  0.08
H4 2.476 0.850 -1.049  0.17
H5 2.154 -1.030 0.984  0.09
H6 0.275 1.091 -1.563  0.11
H7 0.506 -0.613 -1.540  0.11
H8 -4.025 0.748 0.181  0.11
La1 -0.763 -3.884 -0.792  2.56